[1]
This record from the Open Molecules 2025 dataset describes a cluster of 2 separate species, C22H27N2O2S in total in a non-equilibrium geometry. The level of theory is ωB97M-V/def2-TZVPD.

Each line ends with the Löwdin charge.
Cartesian coordinates (Å):
C (-2.90, -0.59, 2.29)  -0.1578
C (-1.53, -0.45, 1.68)  -0.2136
N (-1.50, 0.17, 0.39)  -0.0203
C (-2.53, 0.91, 0.01)  -0.5604
N (-3.62, 1.14, 0.80)  -0.1008
C (-3.60, 0.75, 2.19)  -0.1595
C (-4.58, 2.21, 0.59)  -0.1811
C (-5.12, 2.22, -0.81)  -0.2222
C (-4.00, 2.57, -1.75)  -0.4474
S (-2.51, 1.56, -1.60)  1.0387
H (-3.52, -1.34, 1.78)  0.1295
H (-2.82, -0.87, 3.35)  0.1254
H (-0.94, 0.16, 2.38)  0.1319
H (-1.04, -1.42, 1.61)  0.1114
H (-4.65, 0.68, 2.52)  0.1296
H (-3.09, 1.52, 2.81)  0.1472
H (-5.39, 2.04, 1.31)  0.1280
H (-4.10, 3.18, 0.82)  0.1442
H (-5.59, 1.27, -1.08)  0.1291
H (-5.88, 3.00, -0.87)  0.1279
H (-4.30, 2.45, -2.80)  0.0855
H (-3.68, 3.60, -1.56)  0.0861
C (3.34, -6.17, -1.00)  -0.0402
O (1.97, -5.72, -1.15)  -0.0703
C (1.67, -4.40, -1.14)  -0.2475
C (0.30, -4.04, -1.04)  0.0174
C (-0.06, -2.73, -0.85)  -0.0278
C (0.90, -1.70, -0.69)  -0.1784
C (0.37, -0.36, -0.47)  0.0277
C (1.24, 0.73, -0.13)  -0.1949
C (0.88, 2.05, -0.52)  -0.0069
C (1.77, 3.10, -0.37)  0.0235
C (3.08, 2.87, 0.12)  -0.2372
O (3.92, 3.93, 0.15)  -0.0650
C (5.28, 3.77, 0.64)  -0.0392
C (3.45, 1.57, 0.53)  0.0045
C (2.55, 0.53, 0.41)  -0.0093
C (2.26, -2.06, -0.98)  -0.0133
C (2.65, -3.38, -1.17)  0.0026
H (3.27, -7.26, -0.98)  0.0981
H (3.96, -5.85, -1.85)  0.0960
H (3.78, -5.82, -0.05)  0.1025
H (-0.44, -4.83, -1.09)  0.1256
H (-1.12, -2.46, -0.87)  0.1281
H (-0.47, -0.13, -1.19)  0.1025
H (-0.07, 2.22, -1.03)  0.0654
H (1.50, 4.11, -0.66)  0.1279
H (5.68, 4.79, 0.68)  0.0991
H (5.30, 3.32, 1.65)  0.0968
H (5.88, 3.16, -0.05)  0.1030
H (4.45, 1.38, 0.93)  0.1133
H (2.91, -0.48, 0.61)  0.1113
H (3.02, -1.30, -1.16)  0.1170
H (3.70, -3.62, -1.32)  0.1162

HOMO, eV: -11.04
ΔE to the lowest compared entry with this formula, charge and spin, kcal per mole: 0.0
E_LUMO, eV: -3.879
Total charge: +1
HOMO-LUMO gap, Ha: 0.263
Largest force on an atom, hartree/bohr: 0.0837

---

[2]
This record from the Open Molecules 2025 dataset describes a structure of composition C25H49Cl3P2V in a non-equilibrium geometry. The level of theory is ωB97M-V/def2-TZVPD.

Each line ends with the Löwdin spin population.
Cartesian coordinates (Å):
V (-0.54, -0.83, -0.31)  1.1209
Cl (0.23, 0.05, -2.33)  -0.0333
P (-1.20, -2.96, -0.73)  0.0032
C (0.11, -3.67, -1.83)  -0.0023
C (-1.32, -3.81, 0.98)  0.0027
C (-2.77, -2.76, -1.70)  0.0077
C (1.49, -3.01, -1.64)  0.0015
H (-0.23, -3.44, -2.87)  0.0000
C (0.11, -5.18, -1.60)  -0.0014
H (0.52, -5.41, -0.60)  0.0000
H (0.75, -5.67, -2.35)  -0.0003
H (-0.89, -5.63, -1.70)  0.0000
H (1.54, -2.04, -2.14)  0.0001
H (2.27, -3.66, -2.06)  0.0002
H (1.73, -2.86, -0.57)  0.0012
H (-2.46, -2.19, -2.60)  0.0000
C (-3.84, -1.93, -0.97)  -0.0006
C (-3.15, -4.19, -2.10)  0.0006
H (-2.40, -4.62, -2.77)  0.0000
H (-4.11, -4.20, -2.63)  0.0003
H (-3.25, -4.83, -1.21)  -0.0001
H (-3.42, -1.31, -0.16)  -0.0004
H (-4.63, -2.56, -0.54)  -0.0001
H (-4.30, -1.22, -1.67)  0.0000
C (-0.05, -3.46, 1.78)  0.0071
H (-1.36, -4.90, 0.80)  -0.0008
C (-2.59, -3.35, 1.70)  0.0005
H (0.89, -3.64, 1.22)  0.0005
H (0.00, -4.08, 2.70)  0.0005
H (-0.07, -2.40, 2.09)  0.0034
H (-2.50, -2.27, 1.91)  0.0000
H (-2.68, -3.87, 2.67)  0.0002
H (-3.51, -3.55, 1.14)  0.0000
Cl (-1.62, 0.01, 1.51)  -0.0283
H (-1.74, -0.35, -0.96)  -0.0177
P (-0.07, 3.73, -0.67)  -0.0003
C (-1.17, 3.88, -2.11)  -0.0001
C (-0.58, 4.30, 1.00)  -0.0001
C (1.68, 3.42, -1.05)  -0.0001
C (-2.42, 2.96, -2.22)  -0.0002
H (-0.54, 3.64, -2.99)  0.0000
C (-1.49, 5.38, -2.06)  0.0000
H (-2.14, 5.60, -1.21)  0.0000
H (-1.96, 5.67, -3.00)  0.0000
H (-0.55, 5.94, -1.95)  0.0000
H (-2.17, 1.95, -2.57)  -0.0001
H (-3.13, 3.39, -2.94)  0.0000
H (-2.95, 2.85, -1.27)  0.0000
H (1.70, 2.74, -1.93)  -0.0001
C (2.59, 2.75, 0.00)  -0.0008
C (2.04, 4.85, -1.44)  0.0000
H (1.52, 5.11, -2.37)  0.0000
H (3.12, 4.91, -1.60)  0.0000
H (1.73, 5.55, -0.65)  0.0000
H (2.17, 1.80, 0.40)  -0.0005
H (2.83, 3.41, 0.84)  0.0000
H (3.54, 2.47, -0.48)  0.0000
C (-2.07, 4.05, 1.25)  0.0000
H (-0.35, 5.38, 0.91)  0.0000
C (0.23, 3.64, 2.12)  -0.0001
H (-2.72, 4.48, 0.49)  0.0000
H (-2.36, 4.48, 2.21)  0.0000
H (-2.27, 2.97, 1.31)  0.0000
H (0.05, 2.55, 2.13)  -0.0002
H (-0.07, 4.02, 3.10)  0.0000
H (1.31, 3.80, 2.03)  0.0000
Cl (1.10, -0.35, 3.88)  -0.0021
C (2.65, -0.69, 3.25)  -0.0080
C (3.70, -0.85, 4.14)  0.0011
C (4.99, -1.19, 3.66)  -0.0104
C (5.19, -1.36, 2.29)  0.0004
C (4.15, -1.17, 1.39)  -0.0084
C (2.85, -0.79, 1.84)  -0.0017
C (1.81, -0.45, 0.91)  -0.0326
H (3.53, -0.72, 5.20)  0.0003
H (5.80, -1.31, 4.37)  -0.0007
H (6.18, -1.64, 1.93)  0.0003
H (4.32, -1.27, 0.32)  -0.0004
H (2.14, -0.41, -0.14)  -0.0027
H (1.05, 0.32, 1.22)  0.0023

HOMO (alpha / beta), eV: -5.53 / -5.54
ΔE to the lowest compared entry with this formula, charge and spin, kcal per mole: 53.4
<S²>: 0.80
E_LUMO (alpha / beta), eV: -1.868 / -1.282
Spin multiplicity: 2
HOMO-LUMO gap (alpha / beta), Ha: 0.134 / 0.156
Largest force on an atom, hartree/bohr: 0.1096

---

[3]
This record from the Open Molecules 2025 dataset describes a structure of composition C22H46Al2NO25S in a non-equilibrium geometry. The level of theory is ωB97M-V/def2-TZVPD.

Each line ends with the Löwdin charge.
Cartesian coordinates (Å):
Al (2.48, 3.79, -5.23)  0.9977
Al (6.07, -1.99, -2.30)  0.9988
S (1.39, 0.40, -0.87)  0.2524
O (0.43, 0.91, -1.85)  -0.0331
O (1.59, -1.05, -1.04)  -0.1033
O (2.62, 1.05, -1.29)  -0.0795
O (1.04, 0.74, 0.44)  -0.0584
C (3.10, -3.24, -8.65)  -0.0090
C (2.22, -2.69, -7.64)  -0.3980
C (1.45, -3.96, -7.03)  0.0517
O (2.97, -1.78, -6.80)  0.1706
H (3.89, -3.88, -8.24)  0.1243
H (3.53, -2.41, -9.21)  0.1134
H (2.43, -3.61, -9.43)  0.1383
H (1.50, -2.14, -8.25)  0.1528
H (0.57, -4.22, -7.63)  0.1216
H (1.30, -3.69, -5.99)  0.0925
H (2.10, -4.83, -6.93)  0.0994
C (-3.49, -0.20, -5.82)  -0.0402
O (-3.77, -0.03, -7.23)  -0.0050
C (-2.98, 0.85, -7.92)  -0.5882
O (-2.03, 1.49, -7.43)  0.0532
O (-3.39, 0.84, -9.14)  0.0376
C (-2.53, 1.33, -10.16)  -0.0179
H (-4.20, -0.94, -5.44)  0.0972
H (-3.71, 0.73, -5.30)  0.0938
H (-2.46, -0.44, -5.58)  0.0803
H (-2.40, 0.62, -10.98)  0.0975
H (-1.51, 1.33, -9.76)  0.0844
H (-2.87, 2.29, -10.54)  0.1094
C (4.96, 1.55, 5.98)  -0.0347
O (5.33, 0.91, 4.77)  0.0167
C (4.84, -0.27, 4.46)  -0.5138
O (5.27, -0.89, 3.45)  0.0532
O (3.88, -0.78, 5.36)  -0.0602
C (3.13, -1.98, 5.09)  -0.0301
H (5.19, 0.85, 6.78)  0.1041
H (3.89, 1.74, 6.04)  0.0949
H (5.51, 2.48, 6.12)  0.1040
H (3.78, -2.85, 5.03)  0.0961
H (2.62, -1.88, 4.13)  0.0866
H (2.41, -2.09, 5.90)  0.0979
C (-5.08, 8.48, -1.53)  -0.0506
O (-4.15, 7.75, -2.30)  0.0161
C (-3.43, 6.66, -1.98)  -0.5161
O (-2.43, 6.22, -2.59)  0.0852
O (-3.97, 6.13, -0.89)  -0.0110
C (-3.45, 5.06, -0.26)  -0.0816
H (-5.83, 7.99, -0.91)  0.0979
H (-5.62, 9.15, -2.20)  0.1000
H (-4.64, 9.22, -0.86)  0.0982
H (-2.36, 5.08, -0.16)  0.0980
H (-3.81, 4.18, -0.79)  0.1060
H (-3.79, 5.14, 0.77)  0.1059
C (0.15, 5.17, 9.57)  -0.0338
O (-0.61, 4.11, 9.00)  0.0349
C (-0.49, 3.85, 7.72)  -0.6246
O (0.04, 4.60, 6.99)  0.1846
O (-1.13, 2.68, 7.48)  0.0211
C (-1.02, 2.10, 6.21)  -0.0693
H (0.08, 6.20, 9.20)  0.1000
H (1.20, 4.90, 9.68)  0.1000
H (-0.15, 5.35, 10.61)  0.0966
H (-0.04, 1.72, 5.93)  0.0896
H (-1.44, 2.73, 5.43)  0.0983
H (-1.60, 1.17, 6.21)  0.0947
C (6.95, -7.62, 2.74)  -0.0064
O (5.56, -7.97, 2.55)  0.0202
C (4.73, -7.21, 1.87)  -0.5987
O (4.99, -6.17, 1.27)  0.0750
O (3.50, -7.69, 2.01)  0.0155
C (2.32, -7.26, 1.37)  -0.0423
H (7.43, -7.92, 1.81)  0.0948
H (7.42, -8.15, 3.56)  0.1035
H (7.10, -6.54, 2.78)  0.0920
H (2.28, -6.20, 1.11)  0.0810
H (1.38, -7.42, 1.92)  0.1007
H (2.30, -7.74, 0.40)  0.0965
C (-4.72, -2.64, 0.71)  -0.0728
O (-6.08, -2.88, 0.83)  0.0004
C (-6.53, -4.09, 1.29)  -0.5144
O (-5.85, -5.13, 1.43)  0.1358
O (-7.84, -4.01, 1.46)  0.0232
C (-8.65, -5.21, 1.68)  0.0104
H (-4.15, -2.73, 1.63)  0.1012
H (-4.70, -1.60, 0.36)  0.0980
H (-4.29, -3.31, -0.04)  0.0965
H (-8.61, -5.50, 2.73)  0.1003
H (-8.32, -6.07, 1.08)  0.0975
H (-9.69, -5.03, 1.42)  0.0988
C (3.43, 5.16, 2.04)  0.0401
N (2.39, 5.89, 1.25)  -0.4193
O (2.33, 5.67, 0.01)  -0.0070
O (1.75, 6.77, 1.78)  0.0942
H (2.89, 4.33, 2.50)  0.0991
H (3.85, 5.79, 2.82)  0.1049
H (4.22, 4.79, 1.39)  0.0922

HOMO, eV: -14.67
E_LUMO, eV: -13.752
Total charge: +3
HOMO-LUMO gap, Ha: 0.034
Largest force on an atom, hartree/bohr: 0.1292